(1)
Below is C20H36BFN8O3OsP2 as an isolated structure, with properties calculated with wB97M-V/def2-TZVPD.

Cartesian coordinates (Å):
Os: 0.08139 -0.14314 0.03695
B: 3.16927 -0.97070 -0.71592
N: 2.89733 -0.61352 0.79077
C: 3.71723 -0.53354 1.81903
C: 3.03506 -0.02614 2.93534
C: 1.75939 0.18180 2.49537
N: 1.65505 -0.20066 1.18947
N: 2.13106 -2.10256 -0.98550
C: 2.27852 -3.33089 -1.44976
C: 1.03625 -3.96420 -1.46826
C: 0.15739 -3.03046 -0.97771
N: 0.82172 -1.87955 -0.68540
H: 2.86653 -0.02238 -1.37066
H: 4.29379 -1.33194 -0.87180
H: 4.75128 -0.81483 1.70157
H: 3.43544 0.16346 3.91508
H: 0.89945 0.54862 3.02382
H: 3.25665 -3.68688 -1.72841
H: 0.81805 -4.97411 -1.76602
H: -0.89236 -3.13502 -0.78191
C: -5.25758 2.61502 0.29520
N: -3.80247 2.61909 0.45955
C: -3.17526 3.94456 0.36843
P: -2.90914 1.39320 0.99538
O: -1.59878 1.26430 0.24724
O: -3.77403 0.05559 0.61872
P: -3.08101 -1.14006 -0.23413
O: -1.64733 -1.22385 0.29169
N: -3.24839 -0.76787 -1.79990
C: -4.26997 0.21103 -2.21387
C: -2.09680 -0.84115 -2.71016
N: -3.83210 -2.51334 0.11656
C: -4.91128 -3.09248 -0.69456
C: -3.66497 -3.14442 1.43252
N: -2.72741 1.46384 2.60248
C: -3.85503 1.89566 3.44385
C: -1.75937 0.66224 3.33858
H: -5.72659 3.24735 1.05137
H: -5.65630 1.60798 0.38106
H: -5.50810 3.01097 -0.68961
H: -3.60108 4.61864 1.11348
H: -3.34684 4.35546 -0.62644
H: -2.10100 3.87197 0.52859
H: -5.16178 0.12568 -1.59714
H: -4.55280 -0.01116 -3.24093
H: -3.88790 1.23320 -2.15762
H: -1.60252 -1.80846 -2.65645
H: -1.37569 -0.03897 -2.51957
H: -2.46793 -0.71265 -3.72479
H: -4.95218 -2.61746 -1.67008
H: -5.86865 -2.96956 -0.18706
H: -4.71541 -4.15525 -0.83194
H: -2.87260 -2.66081 1.99907
H: -3.40074 -4.19252 1.29425
H: -4.59505 -3.08474 1.99898
H: -4.49270 2.59537 2.91122
H: -3.45979 2.40207 4.32334
H: -4.45002 1.03815 3.76472
H: -1.03114 0.22884 2.66004
H: -2.25461 -0.15448 3.86980
H: -1.24698 1.29090 4.06844
F: 1.85749 4.95758 -2.64773
C: 1.49673 3.81922 -2.07940
C: 1.44796 2.67239 -2.85267
C: 1.06254 1.49446 -2.24188
C: 0.73733 1.47033 -0.87733
C: 0.78701 2.66572 -0.12585
C: 1.18262 3.83921 -0.72042
H: 1.71998 2.71769 -3.89789
H: 1.02767 0.58159 -2.82330
H: 0.54095 2.66727 0.92881
H: 1.26195 4.76722 -0.17090

- Maximum force: 0.97 eV/A
- Gap between HOMO and LUMO (alpha / beta): 6.47 / 6.44 eV
- E_LUMO (alpha / beta): -7.941 / -7.866 eV
- Charge: +2
- Energy above the lowest of the compared OMol25 structures with the same formula, charge and spin: 28.33 kcal per mole
- HOMO energy (alpha / beta): -14.41 / -14.31 eV

***

(2)
Below is C16H31NP2PbS as an isolated structure at a distorted geometry, with properties calculated with wB97M-V/def2-TZVPD.

Cartesian coordinates (Å):
P: 0.08150 0.13754 -2.18936
P: -1.57793 -0.38539 1.31371
C: -0.95987 -1.06040 -1.34614
C: -2.02150 -0.46163 -0.45666
H: -0.09967 -1.84165 -0.61439
H: -1.40031 -1.76548 -2.05544
H: -2.29543 0.56099 -0.75950
H: -2.93906 -1.05636 -0.51892
C: -2.59430 -1.76261 2.02335
H: -2.33767 -1.84471 3.08950
H: -2.47795 -2.74202 1.54428
H: -3.64233 -1.44634 1.94926
C: -2.55456 0.87820 2.16686
H: -3.35893 0.38627 2.73761
H: -3.01373 1.59026 1.46397
H: -1.89171 1.38317 2.88031
C: 0.41461 -0.87736 -3.67542
H: 1.29727 -0.49355 -4.20058
H: -0.44658 -0.85355 -4.35432
H: 0.60839 -1.92840 -3.41674
C: -0.60723 1.71162 -2.73199
H: -1.43682 2.06321 -2.10086
H: -1.00595 1.57996 -3.75387
H: 0.18134 2.47511 -2.76099
Pb: -1.15544 3.54677 0.29945
C: 0.09843 -1.44411 1.50355
C: 0.13177 -2.48198 0.43391
C: 1.47254 -3.20916 0.47391
C: 2.63216 -2.55817 -0.33996
C: 2.21294 -1.68568 -1.42664
C: 1.83657 -0.33013 -1.26234
C: 1.53361 0.32181 0.15989
C: 1.32525 -0.47687 1.44134
C: 0.86718 4.47712 -0.00257
H: 0.04366 -1.89184 2.50998
H: -0.71350 -3.19657 0.48171
H: 1.29174 -4.20821 0.06002
H: 1.79118 -3.34159 1.52514
H: 3.35688 -2.04739 0.31975
H: 3.16390 -3.40834 -0.80218
H: 2.33533 -2.10726 -2.42585
H: 2.40470 0.39685 -1.89273
H: 0.65702 0.99312 0.06794
H: 2.35851 1.04033 0.33252
H: 2.24865 -1.03305 1.67041
H: 1.26001 0.25616 2.26794
H: 0.74337 5.53057 0.29998
H: 1.16173 4.43705 -1.05845
H: 1.60359 4.00783 0.66853
S: -1.21372 3.76522 2.95949
C: -0.07163 4.82460 3.51305
N: 0.70199 5.57603 3.98855

- Maximum force: 4.61 eV/A
- Gap between HOMO and LUMO (alpha / beta): 6.60 / 6.34 eV
- E_LUMO (alpha / beta): -7.595 / -7.858 eV
- Charge: +2
- Energy above the lowest of the compared OMol25 structures with the same formula, charge and spin: 0.00 kcal per mole
- HOMO energy (alpha / beta): -14.20 / -14.20 eV

***

(3)
Below is one molecule with the formula C14H22N2 at a distorted geometry, with properties calculated with wB97M-V/def2-TZVPD.

Cartesian coordinates (Å):
H: -5.00497 -1.20166 -1.83701
N: -4.68554 -0.58280 -1.09850
C: -3.47421 -0.19298 -1.22550
N: -2.80225 -0.71892 -2.29406
C: -2.93209 0.89828 -0.34656
C: -1.47512 0.60038 -0.06787
C: -1.14729 -0.30741 0.96165
C: -2.20334 -0.94883 1.79347
C: 0.17049 -0.53110 1.23594
C: 1.21806 -0.02120 0.44270
C: 2.68907 -0.26791 0.74164
C: 2.91267 -1.78178 0.50353
C: 3.68084 0.59136 -0.05778
C: 3.00102 0.01921 2.18158
C: 0.86493 0.74885 -0.68331
C: -0.47199 1.13707 -0.88416
C: -0.75387 2.05563 -2.05865
H: -1.78714 -0.59128 -2.30732
H: -3.15238 -1.60178 -2.65821
H: -3.57668 0.92201 0.58181
H: -3.07068 1.86249 -0.82869
H: -2.86796 -1.62830 1.21920
H: -1.78521 -1.46946 2.65172
H: -2.83757 -0.18814 2.24853
H: 0.43099 -1.21231 2.04783
H: 2.12712 -2.35368 1.04750
H: 3.88593 -2.10528 0.83204
H: 2.84079 -2.04787 -0.56693
H: 3.70517 0.37260 -1.14009
H: 4.70335 0.49946 0.27138
H: 3.38778 1.64272 0.00827
H: 2.64287 -0.73057 2.90756
H: 2.54598 0.99595 2.46433
H: 4.09760 0.10194 2.32607
H: 1.61143 1.19297 -1.34437
H: -1.27670 1.46272 -2.80714
H: -1.38007 2.87940 -1.74533
H: 0.16898 2.50021 -2.51524

- Maximum force: 3.10 eV/A
- Gap between HOMO and LUMO: 9.39 eV
- E_LUMO: 0.705 eV
- SMILES string: [H]/N=C(\N)Cc1c(C)cc(C(C)(C)C)cc1C
- Energy above the lowest of the compared OMol25 structures with the same formula, charge and spin: 0.00 kcal per mole
- HOMO energy: -8.69 eV